(P)
The following is a DFT calculation (ωB97M-V/def2-TZVPD) of a molecular structure, C46H56AsN7PbS2.

Lowest unoccupied orbital energy (alpha / beta) (eV): -5.344 / -4.439
Kohn-Sham gap (alpha / beta) (eV): 6.47 / 7.49
Charge: +2

Last column: Mulliken charge in e.
Cartesian coordinates (Å):
Pb -0.17243 0.88438 1.02947  1.3265
As 3.28734 -3.85424 2.96120  1.0702
S 1.82244 -2.46831 2.11419  -0.1588
S -3.16715 -2.23269 3.43370  -0.2620
N 1.64093 -3.76304 -2.34986  -0.3254
N 3.52204 -4.24372 0.25307  -0.0935
N -0.41525 0.29479 -3.57053  0.4920
N -1.31178 1.90861 -2.25279  0.3192
N 0.05143 0.26350 -1.27530  0.0372
N 0.95915 -1.66004 -0.18096  0.2387
N -2.00548 -0.74719 1.68687  1.1276
C 0.20469 -2.83249 -0.66328  -1.1805
C 1.03560 4.45063 0.96375  -1.5116
C -5.22097 -0.51610 -0.14427  -1.0355
C -3.20806 -0.59140 -3.73909  -0.6907
C -0.55239 0.80112 -2.31403  -0.2769
C -2.54945 0.24834 -4.79862  1.6389
C -5.47596 -1.84988 1.85475  -0.4999
C 1.24334 -3.92931 -0.93857  -0.2936
C 2.84976 0.85088 4.12741  -1.4007
C 3.38399 2.27513 1.40932  -1.3908
C 2.85346 -5.74370 2.88407  -1.0973
C 0.27005 3.33116 3.17526  0.7188
C -1.97028 2.59313 -1.20164  0.8302
C 0.68300 -3.00095 -3.00278  -1.1306
C 2.18532 -0.67511 -2.15590  1.5831
C -1.31526 1.64284 -6.89768  -0.8334
C 1.13295 3.38251 2.00879  0.3787
C 2.54269 0.73851 -2.53770  -1.5030
C -3.61936 4.24570 -0.65122  -0.9962
C -2.62595 2.91300 1.06408  -1.3096
C 3.01596 -3.52050 4.85036  -1.2455
C -3.52072 3.89774 0.68660  -1.4517
C -1.81088 -1.41101 2.78080  -0.3301
C 0.75395 2.33770 4.06213  0.0052
C -4.12458 -1.64346 2.10901  0.7752
C 0.18846 2.03251 5.41643  -2.0299
C -1.78782 2.28176 0.14512  -0.3273
C -0.05304 -2.17783 -2.03309  0.7616
C -2.64573 1.26536 -6.99477  -0.7288
C -3.32138 -0.86170 1.25984  -1.4011
C 2.13466 2.46059 2.20241  0.7302
C -3.88409 -0.30266 0.11167  0.5145
C 3.08323 -1.65029 -2.34255  -1.9673
C -0.79434 4.32081 3.46492  -1.4514
C 1.89888 1.80587 3.49776  1.2807
C 2.22426 -2.10394 0.32362  -0.3975
C -1.21602 0.65404 -4.70610  -0.9895
C -2.88068 3.58078 -1.61769  1.3259
C -3.25266 0.58553 -5.95122  -0.8616
C 0.83891 -0.92629 -1.47920  0.2926
C -3.07889 3.91294 -3.07484  -1.5998
C -0.60632 1.34898 -5.74530  -0.3490
C 2.59984 -3.37275 -0.45454  -0.9054
C 2.93776 -3.08823 -1.96040  0.2422
C 5.16857 -3.42145 2.75228  -1.1779
C -6.01394 -1.27380 0.72332  -0.6971
H -2.57556 2.62253 2.10797  0.8685
H 0.03535 4.48818 0.52750  0.2452
H -2.97178 -1.64541 -3.90612  0.3344
H 3.34177 2.82142 0.46880  0.3588
H -4.12249 4.40407 1.42995  0.4737
H 4.02446 -1.38849 -2.81272  0.5158
H 2.08430 -5.92171 3.63449  0.4054
H 4.47411 -3.98475 0.00850  0.2934
H 0.95058 -4.94314 -0.66667  0.4416
H -5.66573 -0.08250 -1.02972  0.4950
H 0.43233 1.64113 -5.65372  0.4984
H -4.30313 5.02792 -0.95446  0.3757
H -0.82864 2.15449 -7.71620  0.4485
H -3.79264 4.72750 -3.17173  0.4229
H 5.44552 -2.79948 3.60215  0.4139
H -1.52655 3.93636 4.17385  0.3816
H -4.28993 0.28670 -6.03284  0.4691
H 2.49201 -6.06196 1.91352  0.2889
H 2.31906 1.42715 -1.72228  0.1172
H 3.34651 -2.51683 5.11267  0.3574
H 1.75768 4.29209 0.16398  0.4029
H -0.84815 -1.45313 3.27109  0.2564
H 0.62938 2.68508 6.17348  0.3302
H -1.29394 4.64456 2.55511  0.2911
H -4.29067 -0.49314 -3.79223  0.5098
H 5.38320 -2.88648 1.83205  0.3864
H 0.38944 1.00401 5.71644  0.4564
H 2.97714 -1.31828 0.30336  0.2900
H 5.74665 -4.34424 2.78242  0.3885
H -1.06975 -1.88363 -2.27694  0.2989
H -2.88649 -0.32378 -2.73334  -0.2605
H -3.21229 1.48969 -7.88794  0.4398
H 1.23853 5.42618 1.41123  0.3498
H -0.88958 2.18773 5.43460  0.4495
H 0.81848 -2.77637 -4.05027  0.3748
H 3.59790 -4.24651 5.42052  0.4518
H -2.15175 4.23439 -3.55686  0.3780
H -3.48363 3.06040 -3.62957  0.2850
H 3.40739 -5.19619 -0.08110  0.3274
H 1.96331 -3.63619 5.10682  0.4331
H 0.21029 -0.48150 -3.70555  0.2909
H 1.97770 1.06968 -3.40799  0.0666
H 2.38286 0.32671 4.96077  0.3411
H -3.27023 0.30791 -0.53136  0.2709
H -7.06504 -1.40586 0.50772  0.4267
H -0.63372 -3.12284 -0.03364  0.7319
H 3.57309 1.21933 1.19069  0.1143
H 3.60137 0.80025 -2.77993  0.6086
H 3.71078 1.40123 4.51939  0.3945
H -6.08224 -2.43996 2.52754  0.4485
H 3.78587 -3.67014 -2.32224  0.6879
H -0.34054 5.20983 3.91701  0.3890
H 3.22057 0.12513 3.40227  0.1212
H 4.24167 2.64731 1.97527  0.3853
H 3.74406 -6.31361 3.14941  0.4012
H -1.62072 2.22037 -3.16353  -0.5112

***

(Q)
The following is a DFT calculation (ωB97M-V/def2-TZVPD) of a molecular structure, C46H56AsN7PbS2.

Lowest unoccupied orbital energy (eV): -7.307
Kohn-Sham gap (eV): 5.50
Charge: +2

Last column: Mulliken charge in e.
Cartesian coordinates (Å):
Pb -0.73308 -0.52705 0.40033  0.4678
As 2.56065 -3.69923 3.88239  0.5139
S 1.48386 -4.06027 -2.18517  -0.2132
S 1.20609 -2.70139 2.61964  -0.6017
N -0.33649 2.45486 -1.63624  1.2564
N -2.47584 -2.49287 -0.32878  0.1072
N -2.18040 -5.99299 0.55573  -0.4375
N 1.93696 2.65068 -1.68205  0.7581
N -3.25582 -4.99269 -1.22068  -0.6119
N 0.28033 -1.97381 -1.31650  1.2244
N 0.97308 0.93811 -0.42051  1.7084
C -1.77445 -1.21052 4.31662  -1.3565
C 2.04762 6.23337 -2.60881  -0.7314
C 3.18516 -0.12913 -0.81171  1.4814
C 2.27833 0.54650 0.01405  -1.2874
C -2.07448 0.92374 -0.72705  0.6491
C -0.70337 -1.06780 -3.41227  -0.4603
C -4.37002 0.09653 2.87737  -1.7143
C 2.11684 5.06257 -1.87418  -0.5479
C -1.67629 2.10023 -1.37045  0.0763
C -3.19264 -2.62741 -1.44806  -0.3651
C -3.37842 2.89225 1.86519  -1.6737
C -3.97396 2.72372 -1.72480  -1.0840
C 1.02015 -2.97469 -0.94850  -0.1771
C 1.52993 3.75721 -3.83907  1.3507
C -2.96638 0.60492 2.96592  -0.4655
C -2.15590 -3.58297 0.34714  -0.1120
C 2.15290 -5.56307 4.11671  -1.1174
C -2.54958 -4.85693 -0.10118  0.2271
C -3.44700 0.68251 -0.60884  -1.1515
C 1.70516 6.17411 -3.95267  -0.6713
C 0.58164 0.77728 4.16270  -1.7544
C 1.86026 3.83817 -2.48280  -0.4292
C 0.47842 -3.28391 -4.71108  -0.5045
C 4.71792 -0.28237 1.06933  -0.9902
C -0.83894 -1.25356 -4.77073  -1.0268
C 2.60673 0.80471 1.34237  0.2349
C -0.35585 3.30407 2.28550  -1.5607
C -2.62476 3.01699 -1.86986  1.3492
C -2.20144 4.27771 -2.57947  -1.4536
C -0.25483 -2.35354 -5.41590  -0.7877
C -4.39711 1.55449 -1.10985  -1.8866
C 4.39753 -0.53647 -0.25341  -0.9002
C -0.69013 1.03066 3.45773  1.3794
C -2.52078 1.87052 2.45664  2.0959
C 0.61718 -3.09553 -3.33657  0.9697
C 0.03237 -2.00659 -2.68645  -1.1214
C 4.35963 -3.62141 3.21062  -0.9778
C 2.92114 -0.40028 -2.26812  -1.0507
C 3.81603 0.39893 1.87507  -0.7935
C 1.45054 4.95182 -4.55291  -0.7402
C 2.62259 -2.94455 5.65055  -1.0964
C 0.85959 1.96583 -1.21820  -0.9607
C -1.09493 2.08176 2.72036  -0.0621
C -3.57241 -3.88593 -1.88071  -0.5404
C 1.25321 2.44497 -4.52120  -1.1154
C -1.89022 0.05396 3.58206  1.5457
H 1.64689 7.08218 -4.53754  0.4321
H -4.71648 0.05604 1.84479  0.2965
H 1.16619 -5.65423 4.56551  0.3663
H -0.85611 4.21382 2.62206  0.4406
H -1.54824 -3.46535 1.24161  0.2631
H 3.35245 -3.48075 6.25567  0.4322
H 4.39148 -4.11313 2.24053  0.3644
H -3.44546 -1.73020 -1.99648  0.3712
H 1.90350 -0.14777 -2.55454  -0.4847
H -0.94778 -1.80010 3.89501  0.0734
H -1.40841 -0.54122 -5.35319  0.5124
H 1.20238 4.91459 -5.60663  0.4668
H 4.63756 -2.57596 3.09190  0.2160
H 2.83055 2.38289 -1.29840  0.2280
H -1.91533 -5.93397 1.52297  0.2077
H -0.23822 3.28416 -2.20301  -0.9163
H 0.19719 2.16991 -4.44172  0.2073
H 0.65669 3.31631 2.68420  0.4660
H 5.67539 -0.59818 1.46284  0.5548
H 2.90693 -1.89699 5.57333  0.3248
H 1.88656 1.34341 1.94339  0.1755
H -4.70318 3.42270 -2.11587  0.4241
H -2.91152 3.31775 0.97085  0.2403
H -1.65720 4.06168 -3.50470  0.2303
H 2.89930 -6.02156 4.76426  0.4184
H 0.93170 -4.13031 -5.20862  0.5018
H -0.28797 3.34667 1.19465  0.0309
H -3.07118 4.87021 -2.85343  0.4912
H -4.14958 -4.00894 -2.78924  0.4008
H 2.25856 7.18371 -2.13806  0.4240
H 1.49422 2.51045 -5.58076  0.5998
H 2.37624 5.08302 -0.82262  0.5275
H -5.05484 0.74238 3.42985  0.3652
H -0.37998 -2.47293 -6.48337  0.4522
H 1.83393 1.63499 -4.08402  -0.0630
H -1.49047 -1.01017 5.35506  0.3666
H -4.45209 -0.90308 3.29822  0.3918
H 1.63729 -3.02543 6.10498  0.3630
H -3.77582 -0.23414 -0.12991  0.8931
H -2.64747 -6.83834 0.26914  0.2817
H 3.60594 0.17519 -2.89506  0.4996
H 2.15809 -6.05027 3.14406  0.3704
H -3.44459 3.71855 2.58879  0.4555
H -4.37832 2.53649 1.64040  0.4536
H -1.15803 -0.22448 -2.90646  0.8454
H 1.28156 1.60194 4.05225  0.4466
H -1.55623 4.90500 -1.95703  0.3188
H -2.69325 -1.79020 4.30566  0.4091
H 5.10759 -1.05747 -0.88549  0.5264
H -5.45343 1.33181 -1.02625  0.4765
H 0.38896 0.63031 5.22918  0.5129
H 1.32160 -3.12970 0.08246  -0.1005
H 4.05817 0.62092 2.90689  0.4688
H 3.08847 -1.45370 -2.50046  0.4966
H 5.03960 -4.11644 3.90261  0.4623
H 1.03991 -0.14829 3.79048  0.1569

***

Stability check: which of them is least stable? (P).

***

(P)
The following is a DFT calculation (ωB97M-V/def2-TZVPD) of 3 unconnected molecules or ions with the total composition C2H10O2S.

Lowest unoccupied orbital energy (eV): 0.782
Kohn-Sham gap (eV): 10.11
Structure (SMILES): CCS.O.O

Last column: Mulliken charge in e.
Cartesian coordinates (Å):
S 0.27793 -0.26086 -0.12216  -0.2482
O 1.01170 3.94517 0.72993  -0.6294
O -1.30563 2.82262 -0.75725  -0.6576
C 0.04765 -3.04677 -0.23240  -1.1294
C -0.29837 -1.96069 0.73386  -0.2845
H 1.14784 -0.84618 -0.92084  0.1001
H 1.07911 -3.20067 -0.02857  0.3728
H 0.37739 -2.09434 1.59131  0.2829
H 1.41789 4.76911 0.67196  0.2933
H -0.67829 2.27975 -1.27262  0.3132
H 0.07279 -2.82616 -1.34877  0.2814
H -0.51349 -3.96116 -0.06707  0.3031
H -1.38364 -1.67029 1.03764  0.3210
H 0.32165 3.79166 0.05305  0.3689
H -1.57453 2.25880 -0.06806  0.3123

***

(Q)
The following is a DFT calculation (ωB97M-V/def2-TZVPD) of 3 unconnected molecules or ions with the total composition C2H10O2S.

Lowest unoccupied orbital energy (eV): 0.675
Kohn-Sham gap (eV): 9.68
Structure (SMILES): CCS.O.O

Last column: Mulliken charge in e.
Cartesian coordinates (Å):
S 0.01151 -0.72775 0.01258  -0.1952
O 0.19126 2.35481 0.91600  -0.6320
O 2.53361 3.17863 -0.62931  -0.6147
C -2.08934 -2.50029 -0.50106  -1.0125
C -0.87904 -2.29111 0.37987  -0.3927
H -0.05152 -0.63100 -1.31199  0.1013
H -0.67639 2.19843 1.33316  0.2868
H -2.68425 -1.58527 -0.39851  0.2983
H -0.07644 2.52731 -0.00341  0.3096
H -2.62860 -3.41471 -0.27059  0.3144
H -0.01848 -2.91682 0.12744  0.2844
H -1.05795 -2.41308 1.44549  0.3447
H 3.38316 2.80238 -0.40168  0.3083
H 1.92511 2.48466 -0.36332  0.3174
H -1.81228 -2.44958 -1.55891  0.2820

***

(R)
The following is a DFT calculation (ωB97M-V/def2-TZVPD) of 3 unconnected molecules or ions with the total composition C2H10O2S.

Lowest unoccupied orbital energy (eV): 0.534
Kohn-Sham gap (eV): 9.19
Structure (SMILES): CSC.O.O

Last column: Mulliken charge in e.
Cartesian coordinates (Å):
S 2.94628 0.68082 3.58680  -0.0816
O -5.30644 -1.98229 -4.42539  -0.5828
O -3.99094 1.39757 -3.37341  -0.6070
C 3.16541 -1.09031 3.03282  -0.8294
C 2.88336 1.58406 1.99373  -0.7154
H 3.30023 -1.17163 1.89294  0.2316
H -5.78547 -1.32903 -3.99641  0.3005
H -4.66924 -2.17120 -3.82498  0.2827
H 3.55285 0.97182 1.34785  0.2189
H -3.29114 0.77370 -3.59640  0.3233
H 1.99061 1.71830 1.32393  0.2815
H 3.37514 2.61057 2.21964  0.2583
H -4.57530 1.12787 -2.75163  0.2833
H 2.30795 -1.71390 3.21865  0.3063
H 4.09670 -1.40636 3.35187  0.3298

***

Stability check: which of them is least stable? (R).

***

(P)
The following is a DFT calculation (ωB97M-V/def2-TZVPD) of a single CH2FPSi molecule.

Lowest unoccupied orbital energy (alpha / beta) (eV): -1.505 / -1.305
Kohn-Sham gap (alpha / beta) (eV): 5.64 / 6.85

Last column: Mulliken charge in e.
Cartesian coordinates (Å):
P -1.38329 -0.83792 1.39998  -0.1197
Si 0.89170 0.36853 -0.12624  0.2511
F -1.71543 -0.16845 -1.16693  -0.1980
C -0.81978 -0.38352 -0.17303  0.1421
H 1.38819 -0.14393 1.11851  -0.0434
H 1.63861 1.16529 -1.05229  -0.0322

***

(Q)
The following is a DFT calculation (ωB97M-V/def2-TZVPD) of 2 unconnected molecules or ions with the total composition CH2FPSi.

Lowest unoccupied orbital energy (eV): -1.064
Kohn-Sham gap (eV): 7.29

Last column: Mulliken charge in e.
Cartesian coordinates (Å):
P -2.49026 -0.24338 0.00410  -0.2010
Si 1.32261 -0.44424 0.04067  0.1572
F -0.81757 2.02211 0.14572  -0.1245
C -1.62619 1.04194 0.17490  0.3120
H 2.76890 -0.71766 0.30785  -0.0766
H 0.84251 -1.65877 -0.67323  -0.0672

***

Stability check: which of them is least stable? (Q).